No. 1
Here is a molecular structure, C17H14N6O3ReS3Te4 in a non-equilibrium geometry from the Open Molecules 2025 dataset. Energies are from wB97M-V/def2-TZVPD.

Element x y z (Å)
Re 0.76 -0.36 1.85
C 1.51 4.33 -0.48
S 2.43 2.80 -0.84
C 2.15 1.82 0.58
S 0.77 2.04 1.60
N 3.03 0.89 0.81
N 2.68 0.12 1.87
C 3.45 -0.01 2.92
C 2.77 -0.43 4.10
C 3.36 -0.66 5.35
C 2.58 -1.06 6.41
C 1.20 -1.16 6.24
C 0.67 -0.83 5.01
N 1.42 -0.52 3.93
H 1.57 4.91 -1.39
H 0.46 4.12 -0.24
H 2.00 4.85 0.34
H 4.48 0.34 2.90
H 4.42 -0.53 5.44
H 3.02 -1.31 7.37
H 0.52 -1.50 7.01
H -0.42 -0.79 4.88
Te 0.79 -2.94 1.42
Te -1.56 -3.89 6.22
Te -0.53 -3.71 3.71
Te -1.49 -1.77 2.12
O -0.56 -1.89 -6.84
S -1.26 -0.72 -7.30
O -0.60 0.56 -7.13
O -2.10 -0.88 -8.45
C -2.44 -0.43 -5.87
N -3.67 -0.08 -6.08
C -4.40 0.19 -5.00
C -3.85 0.13 -3.73
C -2.50 -0.20 -3.64
N -1.81 -0.50 -4.74
C -1.72 -0.20 -2.41
C -2.12 0.48 -1.25
C -1.32 0.44 -0.14
N -0.15 -0.23 -0.08
C 0.28 -0.81 -1.21
C -0.47 -0.83 -2.37
H -5.43 0.45 -5.18
H -4.45 0.33 -2.85
H -3.03 1.06 -1.20
H -1.62 0.95 0.77
H 1.26 -1.27 -1.17
H -0.09 -1.30 -3.26

Kohn-Sham gap (spin up / spin down) (Eh): 0.1621 / 0.1600
ΔE to the lowest compared entry with this formula, charge and spin (kcal per mole): 96.6
Highest occupied orbital energy (spin up / spin down) (eV): -7.3137 / -7.3137
2S+1: 4
Expectation value of S²: 3.818


No. 2
Here is 3 unconnected molecules or ions with the total composition C23H35F4NO12S in a non-equilibrium geometry from the Open Molecules 2025 dataset. Energies are from wB97M-V/def2-TZVPD.

Element x y z (Å)
N 6.21 -1.59 3.09
C 5.47 -0.79 4.13
C 3.87 -0.58 3.83
C 3.51 -0.08 2.31
C 2.90 -1.26 1.33
O 3.71 -2.48 1.26
C 3.26 -3.51 2.21
C 2.94 -4.98 1.55
F 2.77 -4.98 0.08
O 1.85 -5.58 2.32
C 0.61 -5.71 1.55
O 0.00 -4.46 1.11
C -1.01 -3.95 2.06
O -2.10 -4.60 2.48
C -0.83 -2.39 2.63
C -1.48 -1.19 1.70
C -1.33 0.40 2.11
C -0.50 0.76 3.49
C 0.12 -0.42 4.46
C -0.04 -2.01 4.02
S 2.67 -0.61 -0.45
O 1.64 0.56 -0.52
O 2.01 -1.81 -1.23
C 4.29 -0.25 -1.33
F 4.94 -1.44 -1.94
F 5.30 0.47 -0.52
F 3.95 0.66 -2.48
H 6.06 -2.62 3.17
H 6.06 -1.24 2.11
H 6.04 0.22 4.35
H 5.55 -1.42 5.15
H 3.26 -1.54 4.19
H 3.51 0.30 4.56
H 2.65 0.74 2.41
H 4.45 0.47 1.89
H 1.78 -1.45 1.71
H 2.33 -3.22 2.86
H 4.15 -3.68 2.99
H 3.91 -5.65 1.76
H 0.73 -6.42 0.60
H -0.15 -6.31 2.26
H -2.08 -1.44 0.70
H -1.78 1.27 1.42
H -0.34 1.88 3.80
H 0.69 -0.15 5.45
H 0.40 -2.89 4.66
C -6.84 2.79 -0.50
C -6.86 1.29 -0.28
O -6.26 0.61 -1.39
C -4.90 0.57 -1.39
O -4.17 1.04 -0.54
O -4.50 -0.08 -2.51
C -3.09 -0.14 -2.67
H -7.30 3.04 -1.46
H -7.38 3.30 0.30
H -5.81 3.17 -0.52
H -7.89 0.94 -0.21
H -6.37 1.01 0.66
H -2.60 -0.56 -1.78
H -2.69 0.86 -2.89
H -2.87 -0.80 -3.51
C -3.35 5.02 -6.51
C -2.07 5.81 -6.29
O -1.58 5.61 -4.96
C -0.88 4.47 -4.75
O -0.63 3.62 -5.59
O -0.52 4.43 -3.44
C 0.17 3.24 -3.07
H -4.09 5.26 -5.74
H -3.77 5.24 -7.49
H -3.16 3.94 -6.45
H -2.28 6.88 -6.40
H -1.30 5.55 -7.03
H 1.03 3.06 -3.73
H -0.51 2.39 -3.09
H 0.54 3.37 -2.05

Kohn-Sham gap (Eh): 0.3224
Highest occupied orbital energy (eV): -9.2387
Structure (SMILES): NCCC[C@H](OC[C@H](F)OCOC(=O)c1ccccc1)S(=O)(=O)C(F)(F)F.CCOC(=O)OC.CCOC(=O)OC


No. 3
Here is a molecular structure, C35H43N3O3P2S6Tc from the Open Molecules 2025 dataset. Energies are from wB97M-V/def2-TZVPD.

Element x y z (Å)
Tc -0.06 0.52 -0.45
C 3.09 2.21 4.15
C 3.89 2.28 2.86
S 3.08 1.43 1.47
C 2.73 2.77 0.31
C 1.53 3.66 0.62
S -0.07 2.78 0.76
C -0.51 3.04 2.51
C 0.28 2.27 3.56
S 1.65 3.30 4.21
H 3.72 2.53 4.98
H 2.78 1.19 4.37
H 4.86 1.79 3.01
H 4.09 3.32 2.58
H 2.59 2.30 -0.66
H 3.61 3.41 0.23
H 1.39 4.40 -0.16
H 1.65 4.17 1.57
H -1.58 2.81 2.54
H -0.43 4.11 2.66
H 0.68 1.34 3.17
H -0.37 2.05 4.41
C -1.19 -3.59 -0.29
N -1.59 -2.17 -0.29
P -1.06 -1.12 1.03
C -2.65 -0.75 1.82
C -2.72 0.30 2.73
C -3.91 0.57 3.39
C -5.03 -0.21 3.15
C -4.96 -1.27 2.26
C -3.77 -1.54 1.59
C -0.21 -2.13 2.27
C -0.92 -2.79 3.28
C -0.26 -3.56 4.22
C 1.12 -3.67 4.17
C 1.84 -3.01 3.19
C 1.18 -2.24 2.24
P -1.22 -1.09 -1.55
C -0.90 -2.02 -3.06
C 0.25 -1.82 -3.82
C 0.42 -2.49 -5.02
C -0.56 -3.36 -5.47
C -1.72 -3.56 -4.72
C -1.89 -2.89 -3.53
C -2.66 -0.06 -1.92
C -2.30 1.29 -2.50
C -2.94 2.31 -1.56
C -4.42 2.14 -1.70
C -4.88 0.89 -1.69
C -3.94 -0.23 -1.56
H -1.61 -4.07 0.59
H -0.10 -3.72 -0.28
H -1.59 -4.08 -1.18
H -1.83 0.87 2.95
H -3.96 1.39 4.11
H -5.96 0.00 3.67
H -5.82 -1.89 2.08
H -3.72 -2.36 0.89
H -2.00 -2.70 3.33
H -0.82 -4.06 4.99
H 1.64 -4.27 4.91
H 2.92 -3.09 3.16
H 1.75 -1.70 1.50
H 1.02 -1.14 -3.47
H 1.31 -2.33 -5.61
H -0.43 -3.89 -6.40
H -2.48 -4.24 -5.08
H -2.81 -3.02 -2.96
H -2.69 1.41 -3.52
H -2.66 2.03 -0.53
H -5.06 3.02 -1.73
H -5.95 0.68 -1.72
H -4.28 -1.16 -1.13
C 4.92 -1.16 -0.63
N 4.32 -0.26 -1.59
C 5.13 0.38 -2.64
C 4.11 1.27 -3.37
N 2.84 0.78 -2.82
C 3.03 -0.03 -1.77
S 1.80 -0.79 -0.82
H 5.29 -2.06 -1.13
H 4.18 -1.44 0.12
H 5.74 -0.66 -0.13
H 5.56 -0.39 -3.29
H 5.94 0.95 -2.19
H 4.13 1.12 -4.45
H 4.25 2.32 -3.16
H 1.95 1.20 -3.03
O -1.51 3.90 -4.03
S -1.13 3.73 -2.68
O -0.19 4.58 -2.04
O -2.43 3.63 -1.76
S -0.52 1.68 -2.52

Charge: +2
Kohn-Sham gap (spin up / spin down) (Eh): 0.2563 / 0.2537
ΔE to the lowest compared entry with this formula, charge and spin (kcal per mole): 0.0
Highest occupied orbital energy (spin up / spin down) (eV): -13.0789 / -13.1071
2S+1: 2
Expectation value of S²: 0.757


No. 4
Here is a single FH3OP2 molecule in a non-equilibrium geometry from the Open Molecules 2025 dataset. Energies are from wB97M-V/def2-TZVPD.

Element x y z (Å)
O -1.61 -0.36 0.37
P -0.58 0.80 0.09
P 1.08 -0.54 0.09
F 2.43 0.78 -0.13
H -1.88 -0.87 -0.49
H -0.58 0.96 1.44
H 1.14 -0.77 -1.38

Kohn-Sham gap (Eh): 0.3112
ΔE to the lowest compared entry with this formula, charge and spin (kcal per mole): 39.7
Highest occupied orbital energy (eV): -9.0993
Structure (SMILES): O[PH]#[PH]F


No. 5
Here is a single C6H7N3O molecule in a non-equilibrium geometry from the Open Molecules 2025 dataset. Energies are from wB97M-V/def2-TZVPD.

Element x y z (Å)
C 2.00 -0.42 -1.39
C 0.77 -0.98 -2.00
O 0.72 -1.54 -3.03
N -0.45 -0.63 -1.40
C -0.65 -0.14 -0.12
N -0.16 -0.78 0.92
C -0.36 -0.27 2.10
C -1.05 0.95 2.29
C -1.49 1.55 1.16
N -1.38 1.06 -0.08
H 2.00 -0.76 -0.45
H 2.79 -0.47 -2.09
H 1.87 0.74 -1.37
H -1.18 -1.22 -2.01
H 0.01 -0.81 2.87
H -1.28 1.31 3.53
H -2.16 2.41 1.07

Kohn-Sham gap (Eh): 0.3689
ΔE to the lowest compared entry with this formula, charge and spin (kcal per mole): 33.3
Highest occupied orbital energy (eV): -9.7704
Structure (SMILES): CC(=O)Nc1ncccn1


No. 6
Here is 2 unconnected molecules or ions with the total composition C6H14 in a non-equilibrium geometry from the Open Molecules 2025 dataset. Energies are from wB97M-V/def2-TZVPD.

Element x y z (Å)
C 3.18 -2.73 -3.17
C 2.74 -2.74 -4.45
C 2.90 -1.56 -5.28
H 3.46 -3.53 -2.42
H 3.52 -1.88 -2.68
H 2.47 -3.55 -5.12
H 3.10 -0.77 -4.55
H 3.77 -1.42 -6.00
H 2.12 -1.32 -5.93
C -2.28 2.05 2.31
C -3.04 1.92 3.69
C -2.15 1.32 4.77
H -2.27 3.04 1.78
H -2.70 1.22 1.71
H -1.26 2.04 2.38
H -4.09 1.43 3.49
H -3.37 2.83 4.02
H -1.70 2.24 5.36
H -2.95 0.80 5.44
H -1.44 0.61 4.64

Kohn-Sham gap (Eh): 0.3925
ΔE to the lowest compared entry with this formula, charge and spin (kcal per mole): 78.5
Highest occupied orbital energy (eV): -9.4633
Structure (SMILES): C=CC.CCC


No. 7
Here is a molecular structure, C13H29Cs3N3O15S3 in a non-equilibrium geometry from the Open Molecules 2025 dataset. Energies are from wB97M-V/def2-TZVPD.

Element x y z (Å)
Cs 3.54 -0.42 3.71
Cs 5.02 0.82 -0.34
Cs 2.42 3.74 2.42
S 1.42 0.53 0.96
O 1.76 1.91 0.52
O 0.26 0.00 0.28
O 2.66 -0.27 0.68
O 1.26 0.56 2.45
C -1.86 -2.12 1.37
C -2.26 -2.55 -0.02
O -3.20 -3.30 -0.21
N -1.54 -1.98 -1.02
C -1.79 -2.24 -2.42
H -2.40 -2.74 2.08
H -2.27 -1.12 1.53
H -0.79 -2.15 1.58
H -0.86 -1.29 -0.75
H -1.79 -1.30 -2.99
H -2.76 -2.73 -2.50
H -1.03 -2.88 -2.86
C -1.10 -0.76 4.54
C -1.48 0.66 4.89
O -2.04 0.95 5.92
N -1.04 1.61 4.01
C -1.22 3.02 4.37
H -0.13 -0.73 4.02
H -1.81 -1.23 3.86
H -0.90 -1.29 5.46
H -0.38 1.35 3.30
H -2.25 3.30 4.18
H -0.56 3.62 3.74
H -0.97 3.18 5.42
C -0.77 4.23 -0.06
C -1.69 3.61 -1.10
O -2.08 4.27 -2.05
N -1.99 2.31 -0.94
C -3.05 1.65 -1.69
H -1.20 5.19 0.22
H 0.23 4.36 -0.47
H -0.70 3.63 0.85
H -1.55 1.81 -0.18
H -2.86 1.73 -2.76
H -4.02 2.04 -1.42
H -3.00 0.58 -1.45
C 2.85 -3.19 -0.41
C 1.37 -3.36 -0.20
O 0.90 -3.96 -1.43
S 2.08 -4.41 -2.38
O 2.25 -3.45 -3.41
O 1.97 -5.78 -2.67
O 3.24 -4.24 -1.28
H 3.46 -3.22 0.49
H 3.04 -2.24 -0.91
H 0.87 -2.41 -0.02
H 1.05 -4.07 0.57
C 0.58 1.28 -2.73
C 1.47 0.02 -2.68
O 2.15 0.05 -3.96
S 2.58 1.55 -4.19
O 2.75 1.79 -5.56
O 3.62 1.92 -3.28
O 1.22 2.17 -3.68
H 0.60 1.77 -1.76
H -0.42 1.07 -3.11
H 0.92 -0.92 -2.69
H 2.19 0.08 -1.87

Charge: +1
Kohn-Sham gap (Eh): 0.2405
ΔE to the lowest compared entry with this formula, charge and spin (kcal per mole): 0.0
Highest occupied orbital energy (eV): -11.1794


No. 8
Here is 12 unconnected molecules or ions with the total composition C14H40N12O23 in a non-equilibrium geometry from the Open Molecules 2025 dataset. Energies are from wB97M-V/def2-TZVPD.

Element x y z (Å)
C 6.27 -0.27 1.39
N 5.90 0.59 0.26
O 4.94 0.24 -0.38
O 6.47 1.67 0.24
H 5.85 0.14 2.32
H 7.35 -0.36 1.32
H 5.94 -1.29 1.19
C 1.89 -1.46 3.15
N 3.10 -0.80 3.67
O 4.18 -1.23 3.36
O 2.96 0.16 4.41
H 0.96 -1.00 3.50
H 1.92 -2.45 3.59
H 1.82 -1.69 2.08
C -3.65 4.43 1.50
N -4.30 3.72 0.32
O -4.88 4.38 -0.54
O -4.26 2.51 0.35
H -4.35 4.61 2.32
H -3.37 5.37 1.03
H -2.72 4.00 1.86
C -3.38 -3.82 2.38
N -2.72 -2.49 2.03
O -3.33 -1.86 1.17
O -1.60 -2.23 2.45
H -3.18 -4.46 1.52
H -4.42 -3.55 2.54
H -3.00 -4.16 3.34
C 1.33 4.13 0.73
N 1.95 4.78 1.93
O 1.21 5.41 2.66
O 3.16 4.63 2.18
H 1.96 3.25 0.63
H 1.61 4.86 -0.02
H 0.24 4.05 0.77
C 4.68 -3.35 -3.18
N 3.19 -3.34 -3.03
O 2.53 -4.08 -3.74
O 2.73 -2.42 -2.32
H 4.94 -4.12 -3.90
H 5.03 -3.55 -2.17
H 5.05 -2.40 -3.58
C 0.59 2.79 5.08
N -0.53 1.80 4.97
O -0.77 1.06 5.97
O -1.13 1.61 3.86
H 1.22 2.70 4.19
H 1.18 2.56 5.97
H 0.21 3.80 5.26
C -5.50 2.08 -2.94
N -4.74 0.79 -2.70
O -3.51 0.88 -2.50
O -5.37 -0.19 -2.83
H -4.88 2.86 -2.51
H -6.36 2.08 -2.27
H -5.83 2.23 -3.97
C -2.15 -4.36 -2.26
N -1.70 -3.32 -3.24
O -1.47 -2.22 -2.71
O -1.41 -3.61 -4.40
H -2.86 -5.08 -2.67
H -2.79 -3.87 -1.53
H -1.36 -4.91 -1.76
C -0.98 1.33 -5.61
N -0.10 1.56 -4.46
O -0.28 2.57 -3.74
O 0.72 0.65 -4.18
H -2.04 1.58 -5.53
H -0.83 0.29 -5.88
H -0.65 2.01 -6.40
C 0.45 -2.84 0.10
N 0.37 -4.08 0.92
O 1.31 -4.27 1.69
O -0.59 -4.78 0.89
H -0.14 -3.02 -0.79
H 1.51 -2.61 -0.06
H 0.08 -2.03 0.72
C -1.37 0.70 -0.59
N 0.07 0.61 -0.20
C 1.21 0.49 -1.21
C 0.35 0.71 1.15
O 1.47 0.90 1.63
H -1.40 1.53 -1.30
H -2.12 1.04 0.13
H -1.70 -0.19 -1.13
H 1.14 -0.44 -1.78
H 1.11 1.28 -1.95
H 2.08 0.37 -0.56
H -0.50 0.41 1.78

Kohn-Sham gap (Eh): 0.3174
Highest occupied orbital energy (eV): -8.8054
Structure (SMILES): C[N+](=O)[O-].C[N+](=O)[O-].C[N+](=O)[O-].C[N+](=O)[O-].C[N+](=O)[O-].C[N+](=O)[O-].C[N+](=O)[O-].C[N+](=O)[O-].C[N+](=O)[O-].C[N+](=O)[O-].C[N+](=O)[O-].CN(C)C=O